Entry 1:
Formula: C34H46N4O11SSiV
Source: the Open Molecules 2025 dataset
Level of theory: ωB97M-V with the def2-TZVPD basis set

Each line ends with the Löwdin spin population.
CARTESIAN COORDINATES (ANGSTROEM)
V  -1.0551  0.3267  -0.4647  0.981
O  -2.5599  1.4706  -0.5379  -0.015
C  -2.5395  2.7770  -0.7346  -0.001
C  -3.7364  3.4950  -0.6210  -0.001
C  -3.7590  4.8677  -0.7998  -0.001
C  -2.5922  5.5569  -1.1049  0.000
C  -1.4081  4.8419  -1.2377  0.000
C  -1.3584  3.4673  -1.0652  -0.001
C  -0.0677  2.7161  -1.2890  0.005
N  -0.2791  1.4945  -1.9696  0.032
C  0.7626  1.1953  -2.9277  0.003
C  2.1549  0.8409  -2.3413  0.002
N  1.9070  -0.2911  -1.5327  0.000
C  2.4079  -1.4378  -1.5821  0.001
C  1.7222  -2.5393  -0.8842  -0.001
C  2.3564  -3.7563  -0.6779  0.000
C  1.7109  -4.8121  -0.0538  -0.001
C  0.3897  -4.6535  0.3463  0.000
C  -0.2798  -3.4608  0.1214  -0.001
C  0.3778  -2.3943  -0.4866  -0.001
O  -0.2561  -1.2501  -0.7152  -0.016
H  -4.6366  2.9422  -0.3855  0.000
H  -4.6974  5.4027  -0.7010  0.000
H  -2.6036  6.6312  -1.2403  0.000
H  -0.4892  5.3636  -1.4872  0.000
H  0.6491  3.3817  -1.7946  0.000
H  0.8783  2.0457  -3.6199  0.000
H  0.4385  0.3388  -3.5266  0.000
H  2.5070  1.6572  -1.7046  0.000
H  2.8818  0.6836  -3.1611  0.000
H  3.3002  -1.7035  -2.1800  0.000
H  3.3925  -3.8544  -0.9865  0.000
H  2.2330  -5.7422  0.1311  0.000
H  -0.1308  -5.4654  0.8400  0.000
H  -1.3105  -3.3357  0.4250  0.000
C  -0.7989  0.0616  3.3165  0.000
C  -1.8398  -0.6250  2.5150  0.001
N  -2.0162  -0.5719  1.2107  0.002
C  -3.0942  -1.3772  0.9140  0.002
C  -3.5947  -1.9150  2.0632  0.000
N  -2.7861  -1.4308  3.0539  0.000
C  -4.7530  -2.8240  2.3910  0.000
O  -5.4281  -3.2111  1.3953  0.000
O  -4.9148  -3.0779  3.5892  0.000
C  -3.4981  -1.5490  -0.4942  0.000
O  -4.5330  -2.3154  -0.7280  0.000
O  -2.8628  -1.0002  -1.3822  0.005
H  -0.2874  0.7968  2.6998  0.000
H  -0.0374  -0.6482  3.6503  0.000
H  -1.2602  0.5503  4.1772  0.000
H  -2.9168  -1.6910  4.0194  0.000
H  -4.9127  -2.7233  0.1547  0.000
C  2.3972  1.9826  4.8007  0.000
C  2.4890  0.8715  5.8455  0.000
C  3.7612  1.0178  6.6800  0.000
C  1.2665  0.9173  6.7603  0.000
O  2.4565  -0.3966  5.2245  0.000
Si  3.3574  -1.1018  4.0053  0.000
S  2.3033  -1.5110  2.3376  0.000
O  4.0910  -2.4193  4.7331  0.000
C  3.5441  -3.6860  5.0563  0.000
C  2.0563  -3.5948  5.3957  0.000
C  3.7517  -4.6148  3.8600  0.000
C  4.3204  -4.1899  6.2706  0.000
O  4.6577  -0.0620  3.8772  0.000
C  5.8720  -0.1537  3.1596  0.000
C  6.2884  1.2823  2.8505  0.000
C  5.7216  -0.9399  1.8604  0.000
C  6.9088  -0.8250  4.0622  0.000
H  2.3539  2.9636  5.2826  0.000
H  1.5029  1.8490  4.1922  0.000
H  3.2615  1.9494  4.1398  0.000
H  3.7621  1.9719  7.2144  0.000
H  4.6364  0.9650  6.0352  0.000
H  3.8181  0.2063  7.4084  0.000
H  1.2213  1.8610  7.3091  0.000
H  1.3093  0.0935  7.4749  0.000
H  0.3580  0.8108  6.1680  0.000
H  1.4842  -3.3023  4.5148  0.000
H  1.8973  -2.8436  6.1704  0.000
H  1.6947  -4.5607  5.7593  0.000
H  3.2305  -4.2004  2.9960  0.000
H  3.3686  -5.6182  4.0653  0.000
H  4.8172  -4.6838  3.6274  0.000
H  4.1612  -3.5171  7.1149  0.000
H  5.3880  -4.2101  6.0444  0.000
H  3.9981  -5.1950  6.5525  0.000
H  5.5484  1.7483  2.1987  0.000
H  7.2623  1.3104  2.3556  0.000
H  6.3457  1.8580  3.7762  0.000
H  4.8984  -0.5446  1.2664  0.000
H  5.4916  -1.9867  2.0621  0.000
H  6.6536  -0.8820  1.2901  0.000
H  7.0905  -0.2118  4.9476  0.000
H  7.8547  -0.9690  3.5325  0.000
H  6.5273  -1.7918  4.3886  0.000
O  -0.0894  1.3804  0.5576  -0.028
O  0.6135  2.4788  -0.0205  0.032

The calculation puts the energy above the lowest of the compared OMol25 structures with the same formula, charge and spin at 0.9925 eV. As for the molar mass: 797.856 g/mol. The multiplicity is 2. Its net charge is -2. As for the energy: -4001.9004 Ha. As for the LUMO energy (alpha / beta): 4.2210 / 4.2214 eV.

Entry 2:
Formula: C34H46N6NiO4S4
Source: the Open Molecules 2025 dataset
Level of theory: ωB97M-V with the def2-TZVPD basis set

Each line ends with the Löwdin spin population.
CARTESIAN COORDINATES (ANGSTROEM)
Ni  0.7727  -0.6086  -1.1946  1.689
C  2.9372  3.0825  -3.0448  0.001
C  2.6905  1.7742  -2.2684  0.001
N  1.2842  1.3378  -2.4189  0.031
C  0.4201  2.5013  -2.1087  0.001
C  0.5437  3.5736  -3.2040  0.001
N  1.7861  3.2690  -3.9901  0.000
C  1.5809  2.0175  -4.7929  0.001
C  1.0694  0.9311  -3.8277  0.001
H  3.8517  3.0476  -3.6334  0.000
H  2.9665  3.9593  -2.3996  0.000
H  2.9027  1.9275  -1.2111  0.000
H  3.3357  0.9757  -2.6249  0.000
H  0.7348  2.8986  -1.1433  0.000
H  -0.6100  2.1630  -2.0259  0.000
H  0.6486  4.5754  -2.7923  0.000
H  -0.2919  3.5644  -3.9020  0.000
H  1.9863  4.0433  -4.6217  0.000
H  2.5374  1.7666  -5.2481  0.000
H  0.8637  2.2399  -5.5803  0.000
H  1.6059  0.0013  -4.0128  0.000
H  0.0065  0.7476  -3.9730  0.000
O  1.3603  -0.0432  0.6858  0.034
S  0.6329  1.2028  1.2202  0.003
C  0.4566  0.9470  2.9651  0.002
C  1.2925  0.0668  3.6369  0.000
C  1.1055  -0.1116  4.9974  0.000
C  0.1091  0.5935  5.6640  0.000
C  -0.7097  1.4782  4.9776  0.000
C  -0.5454  1.6549  3.6110  0.000
C  1.8751  2.4854  1.1936  0.000
C  3.2120  2.1538  1.0368  0.000
C  4.1542  3.1735  1.0270  0.000
C  3.7546  4.4957  1.1739  0.000
C  2.4097  4.8108  1.3268  0.000
C  1.4573  3.8021  1.3320  0.000
H  2.0573  -0.4808  3.1020  0.000
H  1.7317  -0.8058  5.5410  0.000
H  -0.0348  0.4434  6.7252  0.000
H  -1.4906  2.0140  5.4996  0.000
H  -1.1992  2.3220  3.0619  0.000
H  3.5041  1.1172  0.9271  0.000
H  5.2039  2.9344  0.9187  0.000
H  4.4946  5.2846  1.1788  0.000
H  2.1033  5.8408  1.4497  0.000
H  0.4075  4.0415  1.4599  0.000
N  0.3952  -2.5292  -0.4163  0.065
C  -0.8562  -2.8864  0.2256  0.001
C  -1.1393  -2.3569  1.4762  0.004
C  -2.3468  -2.6583  2.0860  -0.001
C  -3.2669  -3.4806  1.4484  0.005
C  -2.9552  -4.0357  0.2146  -0.001
C  -1.7499  -3.7339  -0.4065  0.005
S  -4.8852  -3.7707  2.1915  0.000
O  -5.2665  -5.0700  1.6947  0.000
O  -5.6726  -2.6673  1.6300  0.001
O  -4.6377  -3.6438  3.6090  0.000
H  1.1458  -2.6535  0.2583  0.001
H  0.5869  -3.1849  -1.1691  0.001
H  -0.4103  -1.7308  1.9765  0.000
H  -2.5875  -2.2843  3.0743  0.000
H  -3.6649  -4.7179  -0.2373  0.000
H  -1.5023  -4.1680  -1.3702  0.000
C  -6.1778  -1.0531  -2.1523  0.000
C  -5.0887  -1.9149  -1.5414  0.001
N  -3.7348  -1.4260  -1.8649  0.006
C  -2.9331  -0.6178  -1.2059  0.010
S  -1.4169  -0.2312  -2.0150  0.066
N  -3.2089  -0.0205  -0.0629  0.004
C  -4.4535  -0.0166  0.7317  0.001
C  -4.3696  1.0750  1.7761  0.000
H  -7.1502  -1.4665  -1.8877  0.000
H  -6.1041  -1.0290  -3.2406  0.000
H  -6.1376  -0.0256  -1.7888  0.000
H  -5.1315  -2.9228  -1.9542  0.000
H  -5.1899  -2.0354  -0.4639  0.000
H  -3.3559  -1.7352  -2.7465  0.001
H  -2.4181  0.4392  0.3592  0.000
H  -4.6149  -0.9865  1.2032  0.000
H  -5.2895  0.1644  0.0587  0.000
H  -3.5561  0.8721  2.4755  0.000
H  -5.2929  1.0891  2.3525  0.000
H  -4.2283  2.0619  1.3281  0.000
S  2.8734  -1.5695  -2.0432  0.049
C  3.9219  -2.2117  -0.8444  0.006
N  4.9595  -2.9616  -1.2946  0.003
C  5.8622  -3.5839  -0.5034  0.000
C  5.7675  -3.4751  0.8519  0.000
C  4.7208  -2.7050  1.3741  0.000
C  3.8162  -2.0778  0.5469  0.000
H  5.0311  -3.0769  -2.2988  0.001
H  6.6264  -4.1531  -1.0121  0.000
H  6.4814  -3.9744  1.4884  0.000
H  4.6204  -2.6023  2.4470  0.000
H  3.0201  -1.4668  0.9479  0.000

The calculation puts the energy above the lowest of the compared OMol25 structures with the same formula, charge and spin at 0.8122 eV. As for the molar mass: 789.741 g/mol. The multiplicity is 3. Its net charge is +2. As for the energy: -5053.2625 Ha. As for the LUMO energy (alpha / beta): -5.5440 / -5.6811 eV.

Entry 3:
Formula: C34H47BFeN11O2S4
Source: the Open Molecules 2025 dataset
Level of theory: ωB97M-V with the def2-TZVPD basis set

Each line ends with the Löwdin spin population.
CARTESIAN COORDINATES (ANGSTROEM)
Fe  0.6067  -0.8972  0.8089  3.693
N  -1.6256  -1.2416  1.9863  0.029
C  -2.0412  -2.6386  1.8395  0.001
C  -3.5622  -2.8531  1.8344  0.001
C  -4.4320  -1.8931  1.0080  0.000
C  -4.1919  -1.8742  -0.5097  0.000
N  -3.9409  -3.2005  -1.0741  0.000
C  -4.7542  -4.2308  -0.9428  0.000
N  -6.0742  -4.0481  -0.8026  0.000
N  -4.2289  -5.4603  -0.9639  0.000
C  -1.3104  -3.2771  0.6326  0.003
O  -1.7312  -4.3840  0.2202  0.002
O  -0.3331  -2.6536  0.1600  0.034
H  -1.6632  -0.9184  2.9458  0.001
H  -2.2436  -0.6310  1.4625  0.000
H  -1.6474  -3.1868  2.6981  0.000
H  -3.9091  -2.7694  2.8675  0.000
H  -3.7450  -3.8847  1.5321  0.000
H  -4.3108  -0.8679  1.3714  0.000
H  -5.4764  -2.1451  1.2056  0.000
H  -3.3113  -1.2807  -0.7544  0.000
H  -5.0310  -1.4031  -1.0274  0.000
H  -2.9579  -3.4806  -1.0787  0.000
H  -6.4724  -3.1390  -0.9553  0.000
H  -6.7000  -4.8334  -0.7813  0.000
H  -3.2567  -5.5242  -0.6746  0.000
H  -4.8162  -6.2640  -0.8271  0.000
C  5.9955  -2.1332  2.0738  0.002
N  4.7918  -2.4344  2.8263  0.003
C  4.7382  -2.9272  4.1214  0.001
C  3.4358  -3.0878  4.4140  0.001
N  2.6909  -2.7049  3.3095  0.003
B  1.1449  -2.7789  3.1683  0.023
N  0.4919  -2.0245  4.3619  0.003
C  -0.0633  -2.5733  5.5086  0.001
C  -0.4789  -1.5656  6.2994  0.000
N  -0.1848  -0.3888  5.6262  0.003
C  -0.4257  0.9595  6.1109  0.001
C  0.4078  -0.6768  4.4382  0.006
S  0.8682  0.4621  3.2587  0.028
C  3.5366  -2.3060  2.3352  0.006
S  3.1631  -1.7397  0.7681  0.036
H  6.8454  -2.1668  2.7504  0.000
H  5.9128  -1.1425  1.6327  0.001
H  6.1368  -2.8572  1.2726  0.000
H  5.6252  -3.1048  4.7042  0.000
H  2.9687  -3.4402  5.3181  0.000
H  0.7346  -3.9192  3.1169  0.001
H  0.9242  -2.1564  2.1786  0.009
H  -0.1073  -3.6391  5.6573  0.000
H  -0.9468  -1.5700  7.2691  0.000
H  -1.0787  0.9068  6.9782  0.000
H  -0.8919  1.5506  5.3261  0.000
H  0.5118  1.4400  6.3861  0.000
S  1.8793  1.2690  0.4492  0.036
C  1.1403  2.1414  -0.7245  0.004
N  1.6334  3.2806  -1.2220  -0.002
C  0.8732  4.0555  -2.1983  0.000
C  0.2963  3.1157  -3.2070  0.000
N  -0.5312  2.1216  -2.5152  -0.001
C  -1.7580  1.7376  -3.2219  0.001
C  -2.7950  2.8340  -3.1601  0.000
C  -3.3327  3.2242  -1.9326  0.001
C  -4.2621  4.2513  -1.8738  0.000
C  -4.6667  4.8967  -3.0380  0.000
C  -4.1380  4.5113  -4.2604  0.000
C  -3.2011  3.4846  -4.3185  0.000
C  -0.1855  1.6406  -1.3312  0.004
S  -1.0752  0.5229  -0.4960  0.031
C  2.9319  3.8382  -0.8225  0.002
C  3.9089  3.7544  -1.9709  0.000
C  4.3376  2.4986  -2.4048  0.000
C  5.2096  2.3900  -3.4760  0.000
C  5.6625  3.5350  -4.1262  0.000
C  5.2410  4.7844  -3.6983  0.000
C  4.3641  4.8920  -2.6226  0.000
H  1.5449  4.7574  -2.6871  0.000
H  0.0762  4.6176  -1.7030  0.000
H  1.0957  2.6185  -3.7625  0.000
H  -0.3348  3.6572  -3.9095  0.000
H  -2.1203  0.8188  -2.7725  0.001
H  -1.4917  1.5354  -4.2604  0.000
H  -3.0182  2.7192  -1.0251  0.001
H  -4.6740  4.5505  -0.9179  0.000
H  -5.3925  5.6985  -2.9895  0.000
H  -4.4492  5.0101  -5.1694  0.000
H  -2.7888  3.1835  -5.2766  0.000
H  3.2905  3.2709  0.0291  0.001
H  2.7836  4.8717  -0.5053  0.000
H  3.9954  1.6102  -1.8796  0.000
H  5.5517  1.4142  -3.7998  0.000
H  6.3511  3.4503  -4.9573  0.000
H  5.5945  5.6777  -4.1977  0.000
H  4.0412  5.8713  -2.2836  0.000
C  2.7380  -1.6055  -3.6003  0.000
C  1.9416  -1.3477  -2.3963  0.002
N  1.3207  -1.1454  -1.4560  0.025
H  2.1637  -2.1963  -4.3107  0.000
H  3.6361  -2.1560  -3.3244  0.000
H  3.0254  -0.6632  -4.0647  0.000

The calculation puts the energy above the lowest of the compared OMol25 structures with the same formula, charge and spin at 1.1997 eV. As for the molar mass: 836.750 g/mol. The multiplicity is 5. Its net charge is +1. As for the energy: -4957.9290 Ha. As for the LUMO energy (alpha / beta): -2.6730 / -2.6690 eV.

Question: What is the energy above the lowest of the compared OMol25 structures with the same formula, charge and spin in the first record?
Answer: 0.9925 eV

Question: The lowest energy above the lowest of the compared OMol25 structures with the same formula, charge and spin belongs to which entry?
Answer: C34H46N6NiO4S4